No. 1
# C16H15NW

A structure of composition C16H15NW (ωB97M-V/def2-TZVPD, OMol25).

Calculated values
* spin multiplicity: 3
* frontier orbital gap (spin up / spin down): 5.596 / 6.723 eV
* energy above the lowest of the compared OMol25 structures with the same formula, charge and spin: 0.0 kcal/mol
* expectation value of S²: 2.077
* net charge: +2

The geometry in XYZ format:
```
33
Properties=species:S:1:pos:R:3:forces:R:3:mulliken_charge:R:1
W 0.07891 0.10311 0.08578 -0.269 -2.404 1.118 0.72
C 0.48016 0.21705 -2.51355 1.210 -0.978 -1.111 -0.87
H 1.18982 0.13434 -1.65178 0.684 -0.033 -1.115 0.19
H 0.35794 -0.76042 -3.03470 0.405 0.669 0.536 0.38
H 0.77785 0.99508 -3.24572 0.211 -0.418 0.770 0.36
H -0.47105 0.49150 -2.18216 -2.301 0.662 0.647 0.30
H -1.47262 0.16249 0.65123 -0.409 0.290 -0.460 0.02
C -0.58091 -4.28208 0.11503 0.203 0.586 -1.111 -0.66
C -0.77030 -4.47065 1.47954 -0.044 -0.140 0.233 -0.70
C -0.66760 -3.40770 2.37508 0.379 1.329 0.175 -0.60
C -0.30041 -2.12640 1.91125 -0.577 -2.014 0.213 0.78
C -0.10812 -1.95308 0.51415 0.190 2.637 -0.647 0.24
C -0.27845 -3.00136 -0.39914 -0.083 -0.935 0.513 -0.49
C -0.14168 -0.97860 2.78422 0.485 1.604 -0.266 0.87
C -0.33547 -0.89652 4.15550 0.120 -0.161 0.543 -0.59
C -0.04040 0.28349 4.81518 -0.088 -0.367 -0.471 -0.80
C 0.36663 1.44084 4.11666 0.328 0.670 0.112 0.73
C 0.78444 2.65478 4.72117 -0.038 0.334 -0.364 -0.70
C 1.19308 3.72418 3.93322 -0.145 -0.305 0.784 -0.80
C 1.18199 3.65467 2.52490 -0.439 -0.905 -0.937 -0.77
C 0.76676 2.47162 1.89120 0.292 0.876 0.867 -1.03
C 0.41135 1.38921 2.72363 0.292 -1.378 -1.024 1.91
N 0.23308 0.14702 2.12693 -0.507 0.110 -0.401 -0.27
H -0.66983 -5.12558 -0.57767 -0.014 0.335 0.328 0.41
H -1.00410 -5.46640 1.86517 0.043 0.337 -0.187 0.43
H -0.85052 -3.53413 3.44367 0.050 -0.251 -0.388 0.39
H -0.17051 -2.81847 -1.46981 -0.012 -0.270 0.320 0.31
H -0.66700 -1.79027 4.67145 0.084 0.276 0.219 0.39
H -0.10466 0.33683 5.88419 -0.093 -0.054 0.398 0.50
H 0.77193 2.69649 5.80609 0.091 0.265 -0.130 0.46
H 1.52414 4.64528 4.41765 -0.098 -0.314 -0.201 0.40
H 1.49786 4.51097 1.92417 -0.131 -0.263 0.275 0.42
H 0.73088 2.39852 0.77187 0.181 0.213 0.761 0.10
```
Positions in Å, forces in eV/Å.

***

No. 2
# C9H11BrClP

A structure of composition C9H11BrClP (ωB97M-V/def2-TZVPD, OMol25).

Calculated values
* frontier orbital gap (spin up / spin down): 6.728 / 6.711 eV
* net charge: 0

The geometry in XYZ format:
```
23
Properties=species:S:1:pos:R:3:forces:R:3:mulliken_charge:R:1
C 0.71357 -0.10775 0.96525 0.484 -2.931 -0.469 -0.44
C -0.54185 1.34852 -0.28928 -0.848 1.285 -1.373 -0.47
C 0.41344 1.16481 0.70280 -1.819 2.046 -0.834 0.34
C 0.30770 -1.22279 0.17424 0.859 1.298 0.447 0.66
C -1.05441 0.28540 -1.08290 -0.619 2.353 -0.554 0.99
C -0.54985 -0.94027 -0.91216 1.386 -3.140 0.752 -0.01
C 0.96163 2.31938 1.50929 -0.242 -0.244 -0.108 -1.38
C 0.90303 -2.57336 0.44853 0.378 0.042 1.834 -1.30
C -2.13612 0.60985 -2.08741 0.095 -1.007 0.683 -1.56
P 0.23448 -4.85205 -3.53596 -0.388 -0.709 0.464 0.11
Cl 1.33405 -3.89110 -4.86317 0.524 0.439 -0.618 -0.13
Br -0.95595 -2.42295 -2.29092 0.071 1.580 1.528 -0.31
H 1.39351 -0.22152 1.77073 0.632 -0.840 0.680 0.46
H -0.89675 2.40318 -0.57337 0.509 -1.643 0.608 0.08
H 0.64769 2.18834 2.58949 1.386 0.012 -0.973 0.34
H 2.02357 2.52665 1.18051 -0.931 -0.379 1.263 0.30
H 0.40386 3.18879 1.22481 -0.249 0.690 -0.317 0.37
H 0.28985 -3.12531 1.21839 0.762 0.467 -0.715 0.26
H 0.79246 -3.04204 -0.46460 -0.137 -1.730 -1.682 0.32
H 2.01804 -2.65807 0.69101 -1.637 0.691 -0.009 0.30
H -2.11875 0.04240 -3.03078 0.479 0.580 0.270 0.41
H -3.08972 0.33088 -1.63479 -0.132 0.228 0.055 0.31
H -2.05164 1.66678 -2.14360 -0.565 0.914 -0.931 0.34
```
Positions in Å, forces in eV/Å.

***

No. 3
# C5H14N2O2

A cluster of 2 separate species, C5H14N2O2 in total (ωB97M-V/def2-TZVPD, OMol25).

Calculated values
* spin multiplicity: 2
* frontier orbital gap (spin up / spin down): 12.039 / 6.333 eV
* energy above the lowest of the compared OMol25 structures with the same formula, charge and spin: 0.0 kcal/mol
* expectation value of S²: 0.758
* net charge: +1

The geometry in XYZ format:
```
23
Properties=species:S:1:pos:R:3:forces:R:3:mulliken_charge:R:1
N -2.49149 1.25985 -0.19214 -0.771 -0.144 0.919 -0.26
C -2.19881 -0.11126 -0.01475 0.294 0.705 -0.343 -0.55
C -0.83776 -0.29035 0.74100 -0.123 -0.345 0.319 0.74
N 0.27003 -0.27622 0.05307 0.299 0.102 0.238 0.06
C 2.07368 -1.87611 -0.08955 0.820 0.225 -0.493 -1.37
C 1.61109 -0.62505 0.63171 -0.641 -0.233 -0.480 0.23
C 2.52261 0.56590 0.45217 0.682 -0.179 0.976 -1.33
O -0.99120 -0.49366 1.93416 -0.159 -0.174 0.046 -0.42
H -1.87559 1.94927 0.22743 0.236 -0.024 -0.549 0.28
H -3.45877 1.48944 0.01963 0.136 0.093 -0.012 0.29
H -2.99592 -0.67021 0.48152 -0.027 0.104 -0.048 0.41
H -1.99008 -0.58005 -0.98165 0.184 -0.308 -0.137 0.26
H 0.21606 0.06911 -0.89527 -0.060 -0.068 -0.271 0.15
H 3.03823 -2.21533 0.27711 0.051 0.010 0.389 0.39
H 2.28890 -1.61991 -1.12341 -0.201 -0.063 -0.369 0.35
H 1.39202 -2.71669 -0.06126 -0.290 0.035 0.146 0.38
H 1.42434 -0.88584 1.66036 -0.045 0.264 0.490 0.33
H 3.50582 0.39139 0.91005 -0.225 -0.236 -0.182 0.40
H 2.69425 0.74956 -0.59379 -0.007 0.271 -0.497 0.35
H 2.15197 1.45141 0.96204 -0.268 0.107 -0.195 0.36
H 0.44441 0.93125 -3.04407 -0.096 0.218 -0.454 0.30
H -0.93802 1.64296 -3.28049 0.656 -0.367 0.413 0.31
O -0.34099 1.26728 -2.60267 -0.444 0.007 0.094 -0.64
```
Positions in Å, forces in eV/Å.

***

No. 4
# C28H21CdClN7O5S2

A structure of composition C28H21CdClN7O5S2 (ωB97M-V/def2-TZVPD, OMol25).

Calculated values
* frontier orbital gap: 6.365 eV
* energy above the lowest of the compared OMol25 structures with the same formula, charge and spin: 70.5 kcal/mol
* net charge: -1

The geometry in XYZ format:
```
65
Properties=species:S:1:pos:R:3:forces:R:3:mulliken_charge:R:1
Cd -0.66645 1.06984 -0.61797 0.050 -0.197 0.169 1.94
C -3.34145 -1.52946 -4.02307 -0.123 0.353 0.106 -0.61
S -4.15125 0.05934 -3.67837 0.007 -0.087 -0.194 -0.12
C -3.32835 0.54364 -2.19557 -0.146 -0.375 0.650 0.47
S -2.76785 -0.57926 -1.06457 0.133 -0.243 0.222 -0.47
N -3.34935 1.83244 -2.00237 -1.096 0.863 -1.224 -1.49
N -2.48855 2.38694 -1.20117 0.335 0.348 0.737 1.19
C -2.67835 3.54774 -0.67067 -0.854 -0.577 -0.477 -1.20
C -1.57865 4.18174 0.00003 0.628 0.518 0.485 1.16
C -1.75345 5.37154 0.72563 -0.003 -0.294 -0.242 -1.03
C -0.66195 5.95044 1.33673 0.179 -0.113 -0.032 -0.24
C 0.57865 5.33684 1.21513 -0.090 0.006 -0.011 -0.82
C 0.65825 4.15214 0.49203 0.276 0.259 0.242 -0.17
N -0.37805 3.58944 -0.09497 -0.255 0.078 -0.152 0.03
H -4.01205 -2.11516 -4.64267 -0.102 -0.045 -0.058 0.42
H -3.15805 -2.02526 -3.07297 0.002 -0.124 -0.097 0.21
H -2.41115 -1.32886 -4.54837 0.020 -0.110 0.012 0.09
H -3.63945 4.06064 -0.72117 0.065 -0.060 -0.189 0.32
H -2.73575 5.81564 0.80353 -0.073 0.003 -0.047 0.37
H -0.77095 6.86704 1.90143 -0.001 0.027 0.015 0.41
H 1.45915 5.76654 1.66733 0.089 -0.021 0.028 0.40
H 1.59915 3.62884 0.37893 0.091 -0.063 0.039 0.48
O 0.71365 -1.98726 -5.68867 -0.215 0.435 -0.161 -0.61
C 1.17955 -2.74706 -4.72787 0.070 -0.166 -0.054 0.48
O 1.77525 -3.77836 -4.96097 -0.014 0.056 -0.137 -0.66
C 0.93785 -2.30876 -3.32807 0.023 -0.054 0.410 -0.44
C 1.34155 -3.02586 -2.20747 -0.130 0.244 -0.670 0.63
Cl 2.21835 -4.47616 -2.24087 0.243 -0.272 0.099 -0.22
N 0.92435 -2.36976 -1.09997 -0.137 -0.365 -0.779 0.38
N 0.28285 -1.25486 -1.46037 -0.234 0.366 -0.173 0.11
C 0.28765 -1.17396 -2.77737 0.278 -0.298 0.132 0.33
C -0.21205 0.08364 -3.46527 0.044 -0.437 -0.122 0.46
O -0.43265 0.01814 -4.69257 0.124 -0.085 -0.231 -0.85
O -0.33595 1.10874 -2.77357 0.069 0.355 -0.124 -0.94
C 1.24145 -2.54116 0.30423 0.154 0.270 0.513 0.91
C 0.06165 -2.31276 1.23053 -0.387 -0.265 -0.068 -0.82
C 0.17595 -3.07846 2.30753 -0.219 -0.063 -0.307 -0.96
C 1.27595 -4.05636 2.16223 0.237 -0.202 0.028 -0.22
C 2.69775 -3.60116 1.90633 0.261 -0.058 0.061 -0.41
C 1.80065 -3.89696 0.75553 0.014 -0.284 0.112 -1.71
H 0.22505 -1.13986 -5.34027 0.110 -0.358 0.106 0.42
H -0.67785 -1.55476 1.03913 -0.098 0.173 0.061 0.34
H -0.47415 -3.07486 3.16493 -0.115 0.167 0.132 0.51
H 1.14975 -5.03246 2.61473 0.067 -0.064 -0.140 0.48
H 3.47775 -4.29706 2.18603 0.006 -0.105 -0.047 0.47
H 1.93265 -4.72006 0.08023 -0.023 -0.003 0.147 0.50
O 1.45855 0.59584 -0.02567 0.254 0.192 -0.185 -1.00
C 1.63165 -0.15386 0.96533 0.561 0.136 0.646 0.24
C 2.33645 -1.49466 0.73613 0.022 0.369 -0.264 -0.09
C 3.05615 -2.12006 1.94833 -0.011 0.074 0.174 -0.32
C 2.68795 -1.51876 3.26793 0.051 0.056 0.216 -1.33
C 1.79735 -0.53066 3.38873 0.268 -0.163 0.001 -1.02
C 1.19485 0.13374 2.26593 0.285 0.089 -0.383 0.94
C 0.11915 1.05054 2.47123 -0.068 -0.040 0.056 -0.08
N -0.88095 1.29434 1.62443 0.437 -0.194 0.524 0.68
C -1.78555 2.06344 2.29423 -0.290 0.250 0.380 -0.71
C -1.34515 2.31374 3.55283 -0.407 0.212 -0.003 -0.96
N -0.13275 1.67624 3.65663 0.176 -0.235 -0.242 -0.01
H 3.03385 -1.38076 -0.10047 -0.080 0.030 0.033 0.78
H 4.14545 -2.03956 1.81043 -0.202 -0.021 -0.027 0.64
H 3.16955 -1.95456 4.13253 -0.065 -0.015 0.178 0.37
H 1.52465 -0.19456 4.38233 0.022 -0.041 0.130 0.13
H -2.70585 2.36844 1.83253 -0.090 0.075 -0.035 0.53
H -1.77255 2.86294 4.36763 -0.089 0.088 0.075 0.46
H 0.47615 1.66284 4.45403 -0.037 0.004 -0.044 0.20
```
Positions in Å, forces in eV/Å.

***

No. 5
# C4H11N4

A cluster of 2 separate species, C4H11N4 in total (ωB97M-V/def2-TZVPD, OMol25).

Calculated values
* frontier orbital gap (spin up / spin down): 9.623 / 4.003 eV
* energy above the lowest of the compared OMol25 structures with the same formula, charge and spin: 129.8 kcal/mol
* net charge: +1

The geometry in XYZ format:
```
19
Properties=species:S:1:pos:R:3:forces:R:3:mulliken_charge:R:1
C 2.76911 1.17562 -0.24688 -1.121 3.380 0.829 -0.13
C -3.18915 -0.28826 -0.44787 -0.516 -2.519 1.839 -0.09
C 2.96535 -0.01595 0.40662 -2.191 -0.535 -2.103 0.00
C -4.27760 -1.25693 -0.04122 0.483 -0.103 -2.070 -0.99
N -2.00869 -0.39731 -0.11481 1.772 -0.976 1.418 0.15
N -0.74539 -0.40680 -0.09077 2.007 0.719 0.638 -0.66
N 3.31245 2.40276 0.08974 0.808 -0.538 0.392 -0.35
N 2.14729 -1.04149 0.10465 1.925 0.732 0.786 -0.29
H 1.82445 1.22481 -0.85003 1.228 0.163 0.184 0.28
H -3.54128 0.56679 -0.84910 -0.903 3.057 -1.931 0.44
H 3.63045 -0.22026 1.13694 2.515 -0.266 2.096 0.46
H -4.17234 -1.73844 0.87115 0.504 -0.577 1.862 0.34
H -4.42911 -2.04834 -0.76806 0.524 -0.283 -0.413 0.29
H -5.21025 -0.78214 -0.11169 -1.283 1.045 0.356 0.32
H 4.14649 2.62897 0.67731 -0.912 -1.453 -0.518 0.25
H 2.96394 3.31508 -0.18715 -0.656 -0.726 -0.729 0.25
H 1.48527 -0.87629 -0.59095 -1.674 -0.033 -1.391 0.23
H 2.54089 -1.95565 0.15176 -0.150 -0.786 0.399 0.25
H -0.21188 -0.28618 0.86037 -2.359 -0.300 -1.644 0.23
```
Positions in Å, forces in eV/Å.

***

No. 6
# C6H11IN

The ion C6H11IN with charge +1 (ωB97M-V/def2-TZVPD, OMol25).

Calculated values
* frontier orbital gap (spin up / spin down): 7.484 / 7.483 eV
* energy above the lowest of the compared OMol25 structures with the same formula, charge and spin: 66.7 kcal/mol
* net charge: +1

The geometry in XYZ format:
```
19
Properties=species:S:1:pos:R:3:forces:R:3:mulliken_charge:R:1
C -1.24818 1.30688 0.57511 -0.642 0.395 0.175 -0.57
C 1.00745 1.70307 -0.72854 -0.080 0.370 -0.584 -0.46
C -0.97948 0.03123 -0.18750 -0.413 -0.567 -0.145 -0.06
C 2.13947 1.37351 0.21997 -1.642 -1.380 0.006 -0.34
C -0.27048 -2.37523 -0.32225 -0.018 0.116 0.189 -1.07
C -0.93241 -1.29488 0.52854 0.068 -0.074 -0.149 -0.51
N 0.02808 1.00388 0.05031 2.806 0.304 0.549 0.13
I 3.30716 -0.27830 0.02319 -0.296 0.756 0.028 0.41
H -1.79906 2.12190 0.11885 -0.007 -0.054 -0.156 0.29
H -1.37868 1.23242 1.64880 0.093 -0.072 0.010 0.24
H 0.81510 2.77793 -0.79888 0.044 -0.127 0.027 0.34
H 1.14493 1.28083 -1.72566 -0.010 0.031 0.099 0.35
H -1.32587 -0.03701 -1.21788 -0.055 0.212 0.042 0.39
H 2.16274 1.88342 1.17472 0.168 0.137 0.013 0.40
H -0.74886 -2.45769 -1.29518 -0.036 -0.041 -0.098 0.34
H -0.35207 -3.33540 0.17747 0.050 -0.135 -0.016 0.35
H 0.78626 -2.15856 -0.47525 0.047 -0.029 -0.061 0.16
H -0.39948 -1.18256 1.47447 -0.075 0.082 0.060 0.30
H -1.95662 -1.59543 0.75971 -0.004 0.074 0.013 0.31
```
Positions in Å, forces in eV/Å.

***

Ordered E_tot results: -739.776715, -3725.005202, -458.600682, -3263.499768, -377.619939, -587.287130; unit a.u..